# 1
51
Properties=species:S:1:pos:R:3 method="wB97M-V/def2-TZVPD" lumo_ev=-1.34 orbital_gap_ev=7.703 largest_force_ev_per_a=8.33 smiles="CCCCCC1=C(CCC)C(=O)C(I)=C(C)C1=O.CC(C)O"
C -3.38 2.44 -1.42
C -1.87 3.01 -1.13
C -0.66 1.93 -1.32
C -0.98 0.42 -0.77
C -0.58 0.22 0.84
C -0.82 -1.33 1.37
C -0.57 -1.63 2.83
C -0.07 -0.42 3.82
C 0.07 -0.84 5.41
C -1.37 -0.75 6.20
C -0.78 -3.21 3.31
O -1.33 -3.58 4.47
C -0.26 -4.34 2.20
I 0.80 -6.18 2.85
C -0.54 -4.05 0.74
C -0.12 -5.10 -0.48
C -1.30 -2.60 0.42
O -2.20 -2.55 -0.55
H -3.42 1.52 -2.16
H -4.15 3.26 -1.76
H -3.78 2.02 -0.38
H -1.89 3.55 -0.09
H -1.68 3.87 -1.94
H 0.26 2.33 -0.67
H -0.25 1.94 -2.45
H -2.05 0.02 -1.02
H -0.23 -0.31 -1.35
H -1.05 1.05 1.53
H 0.60 0.39 0.87
H 1.01 -0.05 3.46
H -0.78 0.52 3.67
H 0.51 -1.93 5.42
H 0.84 -0.10 5.89
H -2.26 -0.36 5.52
H -1.67 -1.86 6.50
H -1.25 -0.11 7.19
H -0.37 -6.23 -0.22
H 1.03 -4.94 -0.66
H -0.71 -4.73 -1.46
C 2.32 3.10 -5.33
C 2.96 2.59 -4.05
C 4.33 1.99 -4.31
O 2.11 1.61 -3.46
H 2.17 2.28 -6.05
H 1.33 3.52 -5.13
H 2.93 3.87 -5.81
H 3.05 3.42 -3.34
H 4.25 1.13 -4.99
H 4.77 1.62 -3.38
H 5.00 2.72 -4.75
H 2.02 0.87 -4.08


# 2
55
Properties=species:S:1:pos:R:3 method="wB97M-V/def2-TZVPD" spin_multiplicity=6 relative_energy_kcal_mol=2.9 lumo_ev="0.26 / 0.25" orbital_gap_ev="4.292 / 4.569" largest_force_ev_per_a=0.78
Mn -0.65 -0.49 0.14
C -1.17 2.74 0.94
C -2.40 2.07 0.34
O -2.11 1.26 -0.77
C -1.84 1.85 -2.01
C -0.35 1.69 -2.32
O 0.11 0.39 -1.98
C 0.20 -0.56 -3.04
C -0.31 -1.91 -2.56
O 0.21 -2.29 -1.31
C 1.53 -2.76 -1.21
C 2.41 -1.69 -0.56
O 1.73 -1.06 0.51
C 2.04 -1.48 1.84
C 0.77 -1.54 2.69
O -0.07 -0.42 2.56
C 0.24 0.78 3.23
C 0.69 1.84 2.23
O -0.11 1.80 1.06
H -1.45 3.15 1.92
H -0.83 3.57 0.30
H -3.13 2.85 0.09
H -2.84 1.38 1.07
H -2.10 2.91 -2.03
H -2.43 1.32 -2.76
H 0.23 2.39 -1.71
H -0.16 1.91 -3.37
H 1.24 -0.62 -3.37
H -0.42 -0.26 -3.89
H -0.09 -2.66 -3.33
H -1.39 -1.86 -2.39
H 1.95 -3.03 -2.18
H 1.50 -3.65 -0.58
H 2.64 -0.91 -1.28
H 3.35 -2.14 -0.22
H 2.76 -0.78 2.27
H 2.48 -2.48 1.85
H 1.07 -1.70 3.73
H 0.15 -2.37 2.35
H 1.02 0.64 3.99
H -0.68 1.10 3.73
H 1.71 1.64 1.91
H 0.65 2.83 2.69
N -2.15 -1.50 0.50
C -3.30 -1.99 0.94
C -4.33 -2.47 0.07
C -5.52 -2.98 0.56
C -5.78 -3.05 1.92
C -4.80 -2.59 2.80
C -3.61 -2.07 2.34
H -4.15 -2.43 -1.00
H -6.27 -3.34 -0.14
H -6.72 -3.46 2.29
H -4.99 -2.64 3.87
H -2.85 -1.71 3.03


# 3
53
Properties=species:S:1:pos:R:3 method="wB97M-V/def2-TZVPD" relative_energy_kcal_mol=0.0 charge=+1 lumo_ev=-2.30 orbital_gap_ev=9.508 largest_force_ev_per_a=1.02 smiles="CCOC(=O)N1CC[NH+](C[C@H](O)COc2ccc(CC)cc2)CC1"
C 5.88 1.38 -0.13
C 5.30 0.16 0.56
O 3.88 0.26 0.72
C 3.15 -0.08 -0.35
O 3.57 -0.46 -1.41
N 1.80 0.02 -0.09
C 1.22 0.58 1.10
C 0.46 1.86 0.75
N -0.57 1.55 -0.27
C -1.45 2.71 -0.55
C -2.70 2.74 0.36
O -2.27 2.46 1.68
C -3.80 1.75 -0.14
O -3.33 0.73 -0.98
C -2.82 -0.43 -0.45
C -2.61 -1.47 -1.36
C -2.00 -2.64 -0.94
C -1.60 -2.81 0.38
C -0.87 -4.06 0.80
C 0.63 -3.91 0.56
C -1.83 -1.78 1.28
C -2.42 -0.59 0.88
C 0.07 1.00 -1.49
C 0.85 -0.26 -1.14
H 5.62 2.29 0.41
H 5.50 1.45 -1.15
H 6.96 1.29 -0.17
H 5.53 -0.75 -0.01
H 5.68 0.06 1.58
H 2.02 0.80 1.82
H 0.54 -0.15 1.56
H -0.03 2.27 1.64
H 1.15 2.60 0.34
H -1.16 0.79 0.14
H -0.88 3.63 -0.41
H -1.80 2.66 -1.59
H -3.11 3.75 0.31
H -2.93 2.75 2.31
H -4.51 2.31 -0.76
H -4.34 1.35 0.72
H -2.93 -1.34 -2.38
H -1.85 -3.44 -1.66
H -1.24 -4.91 0.23
H -1.05 -4.25 1.86
H 1.15 -4.82 0.86
H 1.04 -3.08 1.14
H 0.84 -3.73 -0.49
H -1.55 -1.90 2.31
H -2.62 0.16 1.62
H -0.71 0.76 -2.22
H 0.73 1.77 -1.90
H 1.42 -0.60 -2.01
H 0.17 -1.05 -0.82


# 4
53
Properties=species:S:1:pos:R:3 method="wB97M-V/def2-TZVPD" relative_energy_kcal_mol=16.1 lumo_ev=0.73 orbital_gap_ev=8.283 largest_force_ev_per_a=0.94 smiles="CCOC(=O)C1(CC2CC2)CCN(Cc2cnc(N(C)C)s2)CC1"
C -3.20 -4.03 0.30
C -4.13 -2.91 -0.16
O -3.58 -1.63 0.12
C -2.69 -1.14 -0.75
O -2.37 -1.72 -1.76
C -2.21 0.25 -0.35
C -3.34 1.19 -0.86
C -3.15 2.65 -0.51
C -4.34 3.56 -0.57
C -3.74 3.21 0.75
C -0.88 0.54 -1.04
C 0.23 -0.35 -0.47
N 0.35 -0.16 0.96
C 1.50 -0.86 1.50
C 2.77 -0.28 0.98
C 3.21 0.99 1.05
N 4.41 1.26 0.47
C 4.93 0.21 -0.07
N 6.08 0.19 -0.77
C 6.67 -1.06 -1.18
C 6.96 1.33 -0.68
S 3.94 -1.25 0.11
C -0.88 -0.54 1.62
C -2.02 0.37 1.16
H -3.68 -4.99 0.13
H -2.27 -3.99 -0.26
H -2.99 -3.92 1.36
H -5.08 -2.94 0.37
H -4.31 -2.99 -1.24
H -3.39 1.09 -1.95
H -4.28 0.85 -0.44
H -2.21 3.07 -0.84
H -4.20 4.57 -0.95
H -5.30 3.13 -0.82
H -3.19 3.97 1.29
H -4.29 2.54 1.40
H -0.96 0.36 -2.11
H -0.60 1.58 -0.87
H 1.18 -0.08 -0.94
H 0.01 -1.41 -0.72
H 1.47 -1.94 1.26
H 1.47 -0.76 2.59
H 2.68 1.80 1.53
H 7.36 -0.87 -2.00
H 7.22 -1.54 -0.36
H 5.89 -1.74 -1.52
H 6.37 2.19 -0.37
H 7.39 1.52 -1.67
H 7.77 1.16 0.03
H -0.74 -0.42 2.70
H -1.14 -1.59 1.43
H -2.94 0.10 1.68
H -1.76 1.40 1.40


# 5
52
Properties=species:S:1:pos:R:3 method="wB97M-V/def2-TZVPD" relative_energy_kcal_mol=6.0 lumo_ev=0.63 orbital_gap_ev=9.184 largest_force_ev_per_a=0.46 smiles="CCCCCCN/C(C)=C1/C(=O)CC(C)(C)[C@@H](C(=O)OC)C1=O"
C -6.72 1.87 -2.83
C -6.41 2.18 -1.38
C -5.27 1.33 -0.81
C -3.91 1.64 -1.43
C -2.80 0.84 -0.76
C -1.44 1.15 -1.38
N -0.42 0.38 -0.72
C 0.85 0.28 -1.06
C 1.27 1.03 -2.28
C 1.74 -0.48 -0.27
C 3.12 -0.71 -0.70
O 3.53 -0.48 -1.82
C 4.08 -1.26 0.33
C 3.47 -2.34 1.22
C 4.49 -2.82 2.25
C 3.03 -3.53 0.36
C 2.24 -1.74 1.91
C 2.60 -0.73 2.99
O 2.65 -0.97 4.17
O 2.84 0.48 2.48
C 3.17 1.50 3.42
C 1.26 -1.06 0.96
O 0.09 -1.01 1.34
H -5.89 2.13 -3.48
H -7.59 2.44 -3.16
H -6.94 0.81 -2.96
H -7.31 2.01 -0.78
H -6.15 3.24 -1.28
H -5.21 1.50 0.27
H -5.51 0.27 -0.96
H -3.71 2.71 -1.32
H -3.93 1.41 -2.49
H -2.77 1.07 0.30
H -3.00 -0.22 -0.87
H -1.45 0.91 -2.45
H -1.23 2.23 -1.28
H -0.66 -0.11 0.16
H 0.86 0.54 -3.16
H 0.87 2.05 -2.24
H 2.35 1.06 -2.38
H 4.95 -1.64 -0.20
H 4.41 -0.41 0.94
H 4.89 -1.99 2.83
H 4.03 -3.52 2.94
H 5.32 -3.31 1.76
H 2.62 -4.32 0.99
H 3.88 -3.93 -0.19
H 2.27 -3.23 -0.36
H 1.69 -2.53 2.43
H 4.07 1.23 3.97
H 2.35 1.64 4.12
H 3.33 2.41 2.84


# 6
55
Properties=species:S:1:pos:R:3 method="wB97M-V/def2-TZVPD" relative_energy_kcal_mol=139.3 charge=+1 lumo_ev=-5.91 orbital_gap_ev=5.398 largest_force_ev_per_a=10.06
C 6.98 4.48 1.11
C 6.82 3.54 0.05
N 6.14 2.46 -0.81
C 5.45 2.89 -2.10
C 4.65 1.81 -3.06
C 4.62 0.23 -2.57
C 3.81 -0.90 -3.44
O 4.06 -0.92 -4.78
O 2.88 -1.91 -2.91
C 1.88 -1.33 -1.99
C 1.33 -2.61 -1.07
C 0.59 -0.63 -2.72
C 0.86 0.95 -3.15
C 5.40 -0.14 -1.17
C 6.17 1.03 -0.30
H 7.25 5.35 1.88
H 5.50 4.02 -2.41
H 4.12 2.23 -4.03
H 2.32 -0.57 -1.22
H 1.83 -3.61 -1.49
H 1.76 -2.48 0.02
H 0.16 -2.72 -1.11
H -0.32 -0.59 -1.96
H 0.22 -1.17 -3.70
H 1.77 0.96 -3.89
H -0.06 1.45 -3.69
H 1.08 1.64 -2.20
H 5.42 -1.23 -0.73
H 6.73 0.82 0.72
O -2.91 0.53 3.21
P -3.61 -0.13 2.00
O -3.51 -1.67 2.61
C -4.24 -2.00 3.78
C -5.70 -2.23 3.48
O -2.24 -0.20 1.05
C -1.18 0.71 1.27
C -0.15 0.13 2.23
O -4.39 -0.88 0.65
C -5.77 -0.64 0.42
C -6.25 0.74 0.80
H -4.11 -1.22 4.54
H -3.80 -2.92 4.18
H -6.19 -1.29 3.21
H -6.22 -2.63 4.35
H -5.82 -2.93 2.65
H -1.55 1.68 1.61
H -0.69 0.89 0.30
H -0.62 -0.30 3.13
H 0.56 0.89 2.55
H 0.40 -0.69 1.76
H -6.35 -1.41 0.93
H -5.94 -0.79 -0.66
H -6.07 0.95 1.86
H -7.32 0.83 0.62
H -5.73 1.51 0.22


# 7
58
Properties=species:S:1:pos:R:3 method="wB97M-V/def2-TZVPD" spin_multiplicity=3 charge=+3 lumo_ev="-9.97 / -9.92" orbital_gap_ev="7.142 / 7.597" largest_force_ev_per_a=2.06
Mo 0.64 -0.89 0.50
Br -3.42 3.09 3.80
C -2.25 2.11 2.76
C -2.52 1.89 1.41
C -1.63 1.14 0.68
N -0.51 0.63 1.21
C -0.21 0.90 2.51
C -1.07 1.62 3.31
C 1.16 0.49 2.91
C 1.71 0.73 4.15
C 3.07 0.50 4.35
Br 3.82 0.77 6.02
C 3.85 0.07 3.28
C 3.22 -0.20 2.09
N 1.90 -0.05 1.90
H -3.41 2.29 0.96
H -1.79 0.94 -0.37
H -0.83 1.82 4.34
H 1.10 1.10 4.96
H 4.91 -0.06 3.38
H 3.78 -0.56 1.24
C -1.61 -3.43 -2.05
S -2.27 -2.76 -0.54
C -3.37 -1.56 -1.26
O -1.11 -1.93 0.05
H -2.38 -4.06 -2.50
H -0.74 -4.04 -1.79
H -1.33 -2.61 -2.72
H -4.04 -2.10 -1.93
H -2.79 -0.82 -1.82
H -3.96 -1.09 -0.47
C 2.71 -4.21 -2.19
Si 2.87 -2.96 -0.82
C 4.67 -2.62 -0.54
C 1.93 -3.52 0.71
As 1.78 -0.89 -1.53
Si 2.39 -0.39 -4.16
C 4.20 -0.68 -4.00
C 1.37 -1.75 -4.84
C 1.75 1.32 -4.24
H 3.17 -5.14 -1.83
H 3.26 -3.90 -3.07
H 1.68 -4.44 -2.47
H 5.16 -3.56 -0.32
H 4.89 -1.93 0.27
H 5.12 -2.22 -1.45
H 2.43 -4.41 1.12
H 0.91 -3.82 0.48
H 1.93 -2.80 1.54
H 4.42 -1.73 -3.84
H 4.62 -0.09 -3.18
H 4.70 -0.37 -4.92
H 1.61 -2.71 -4.39
H 1.55 -1.84 -5.92
H 0.30 -1.55 -4.70
H 2.29 1.97 -3.54
H 0.69 1.35 -4.00
H 1.89 1.73 -5.25


# 8
66
Properties=species:S:1:pos:R:3 method="wB97M-V/def2-TZVPD" lumo_ev=-1.31 orbital_gap_ev=7.685 largest_force_ev_per_a=0.72 smiles="CCCCNC1=C(B(N)O)C(=O)C(COCOCCO)=C(Cl)C1=O.ClCCl.ClCCl.ClCCl.ClCCl"
C 4.35 0.54 1.78
C 4.53 1.96 1.24
C 3.20 2.71 1.05
C 2.75 3.34 2.36
N 1.43 3.97 2.35
C 0.37 3.24 1.84
C -0.35 3.55 0.75
B -0.07 4.84 -0.13
N 1.08 4.91 -1.01
O -0.92 5.92 0.04
C -1.52 2.73 0.38
O -2.36 3.15 -0.39
C -1.66 1.35 0.96
C -2.63 0.38 0.35
O -1.95 -0.45 -0.58
C -2.40 -1.81 -0.46
O -1.63 -2.63 -1.26
C -0.27 -2.66 -0.87
C 0.38 -3.91 -1.43
O 1.80 -3.78 -1.51
C -0.91 1.04 2.02
Cl -0.96 -0.52 2.74
C 0.00 2.03 2.66
O 0.41 1.87 3.77
H 3.74 0.55 2.70
H 3.87 -0.11 1.05
H 5.31 0.10 2.06
H 5.13 2.52 1.97
H 5.11 1.96 0.32
H 2.45 2.00 0.68
H 3.35 3.50 0.30
H 2.75 2.58 3.16
H 3.47 4.10 2.67
H 1.42 4.94 2.06
H 0.91 4.56 -1.94
H 1.36 5.88 -1.12
H -1.60 5.96 -0.64
H -3.45 0.92 -0.14
H -3.06 -0.23 1.15
H -3.44 -1.90 -0.78
H -2.29 -2.09 0.60
H -0.17 -2.64 0.23
H 0.21 -1.76 -1.27
H -0.01 -4.08 -2.43
H 0.14 -4.78 -0.80
H 2.08 -3.02 -0.98
Cl -0.75 -7.55 -0.14
C 0.39 -7.85 -1.46
Cl -0.13 -7.09 -2.97
H 1.35 -7.43 -1.18
H 0.46 -8.92 -1.61
Cl -2.25 -3.79 2.45
C -2.36 -3.60 4.21
Cl -3.48 -4.76 4.94
H -1.38 -3.75 4.63
H -2.72 -2.60 4.42
Cl 1.37 0.28 -2.21
C 0.07 0.71 -3.33
Cl 0.55 1.91 -4.53
H -0.23 -0.18 -3.86
H -0.76 1.10 -2.75
Cl -3.01 1.91 -4.30
C -4.16 0.57 -4.44
Cl -3.35 -1.00 -4.36
H -4.86 0.64 -3.62
H -4.66 0.65 -5.40


Copy entry 3 word for word.
53
Properties=species:S:1:pos:R:3 method="wB97M-V/def2-TZVPD" relative_energy_kcal_mol=0.0 charge=+1 lumo_ev=-2.30 orbital_gap_ev=9.508 largest_force_ev_per_a=1.02 smiles="CCOC(=O)N1CC[NH+](C[C@H](O)COc2ccc(CC)cc2)CC1"
C 5.88 1.38 -0.13
C 5.30 0.16 0.56
O 3.88 0.26 0.72
C 3.15 -0.08 -0.35
O 3.57 -0.46 -1.41
N 1.80 0.02 -0.09
C 1.22 0.58 1.10
C 0.46 1.86 0.75
N -0.57 1.55 -0.27
C -1.45 2.71 -0.55
C -2.70 2.74 0.36
O -2.27 2.46 1.68
C -3.80 1.75 -0.14
O -3.33 0.73 -0.98
C -2.82 -0.43 -0.45
C -2.61 -1.47 -1.36
C -2.00 -2.64 -0.94
C -1.60 -2.81 0.38
C -0.87 -4.06 0.80
C 0.63 -3.91 0.56
C -1.83 -1.78 1.28
C -2.42 -0.59 0.88
C 0.07 1.00 -1.49
C 0.85 -0.26 -1.14
H 5.62 2.29 0.41
H 5.50 1.45 -1.15
H 6.96 1.29 -0.17
H 5.53 -0.75 -0.01
H 5.68 0.06 1.58
H 2.02 0.80 1.82
H 0.54 -0.15 1.56
H -0.03 2.27 1.64
H 1.15 2.60 0.34
H -1.16 0.79 0.14
H -0.88 3.63 -0.41
H -1.80 2.66 -1.59
H -3.11 3.75 0.31
H -2.93 2.75 2.31
H -4.51 2.31 -0.76
H -4.34 1.35 0.72
H -2.93 -1.34 -2.38
H -1.85 -3.44 -1.66
H -1.24 -4.91 0.23
H -1.05 -4.25 1.86
H 1.15 -4.82 0.86
H 1.04 -3.08 1.14
H 0.84 -3.73 -0.49
H -1.55 -1.90 2.31
H -2.62 0.16 1.62
H -0.71 0.76 -2.22
H 0.73 1.77 -1.90
H 1.42 -0.60 -2.01
H 0.17 -1.05 -0.82


Copy entry 8 word for word.
66
Properties=species:S:1:pos:R:3 method="wB97M-V/def2-TZVPD" lumo_ev=-1.31 orbital_gap_ev=7.685 largest_force_ev_per_a=0.72 smiles="CCCCNC1=C(B(N)O)C(=O)C(COCOCCO)=C(Cl)C1=O.ClCCl.ClCCl.ClCCl.ClCCl"
C 4.35 0.54 1.78
C 4.53 1.96 1.24
C 3.20 2.71 1.05
C 2.75 3.34 2.36
N 1.43 3.97 2.35
C 0.37 3.24 1.84
C -0.35 3.55 0.75
B -0.07 4.84 -0.13
N 1.08 4.91 -1.01
O -0.92 5.92 0.04
C -1.52 2.73 0.38
O -2.36 3.15 -0.39
C -1.66 1.35 0.96
C -2.63 0.38 0.35
O -1.95 -0.45 -0.58
C -2.40 -1.81 -0.46
O -1.63 -2.63 -1.26
C -0.27 -2.66 -0.87
C 0.38 -3.91 -1.43
O 1.80 -3.78 -1.51
C -0.91 1.04 2.02
Cl -0.96 -0.52 2.74
C 0.00 2.03 2.66
O 0.41 1.87 3.77
H 3.74 0.55 2.70
H 3.87 -0.11 1.05
H 5.31 0.10 2.06
H 5.13 2.52 1.97
H 5.11 1.96 0.32
H 2.45 2.00 0.68
H 3.35 3.50 0.30
H 2.75 2.58 3.16
H 3.47 4.10 2.67
H 1.42 4.94 2.06
H 0.91 4.56 -1.94
H 1.36 5.88 -1.12
H -1.60 5.96 -0.64
H -3.45 0.92 -0.14
H -3.06 -0.23 1.15
H -3.44 -1.90 -0.78
H -2.29 -2.09 0.60
H -0.17 -2.64 0.23
H 0.21 -1.76 -1.27
H -0.01 -4.08 -2.43
H 0.14 -4.78 -0.80
H 2.08 -3.02 -0.98
Cl -0.75 -7.55 -0.14
C 0.39 -7.85 -1.46
Cl -0.13 -7.09 -2.97
H 1.35 -7.43 -1.18
H 0.46 -8.92 -1.61
Cl -2.25 -3.79 2.45
C -2.36 -3.60 4.21
Cl -3.48 -4.76 4.94
H -1.38 -3.75 4.63
H -2.72 -2.60 4.42
Cl 1.37 0.28 -2.21
C 0.07 0.71 -3.33
Cl 0.55 1.91 -4.53
H -0.23 -0.18 -3.86
H -0.76 1.10 -2.75
Cl -3.01 1.91 -4.30
C -4.16 0.57 -4.44
Cl -3.35 -1.00 -4.36
H -4.86 0.64 -3.62
H -4.66 0.65 -5.40